Entry 1:
{"formula": "C28H38CoN4O4PS2", "method": "ωB97M-V/def2-TZVPD", "species": ["Co", "C", "C", "C", "C", "C", "N", "C", "C", "C", "N", "C", "C", "C", "C", "C", "C", "C", "C", "N", "C", "C", "C", "N", "C", "C", "C", "C", "O", "C", "O", "H", "H", "H", "H", "H", "H", "H", "H", "H", "H", "H", "H", "H", "H", "H", "H", "H", "H", "H", "H", "H", "H", "H", "H", "H", "H", "H", "H", "C", "C", "O", "P", "S", "S", "O", "C", "C", "H", "H", "H", "H", "H", "H", "H", "H", "H", "H"], "xyz": [[-1.20900, -1.03860, 0.47306], [-2.89889, 4.41255, -2.83506], [-2.62431, 3.44697, -1.73419], [-1.56472, 3.73884, -0.80996], [-1.25117, 2.88982, 0.21944], [-0.22724, 3.06183, 1.19616], [0.89309, 3.81806, 1.02086], [1.65350, 3.92183, -0.22355], [2.06959, 2.59224, -0.85154], [3.05141, 1.74073, -0.04516], [2.37303, 0.89919, 0.93476], [2.48726, 0.95125, 2.22081], [1.73965, 0.13606, 3.12497], [1.95915, 0.21333, 4.51146], [1.23387, -0.53811, 5.40705], [1.46784, -0.47027, 6.89180], [0.23967, -1.37841, 4.87841], [-0.04458, -1.47994, 3.52946], [-1.11211, -2.38097, 3.10381], [-1.61076, -2.48864, 1.93013], [-2.67762, -3.47484, 1.73315], [-3.99144, -2.85584, 1.25862], [-3.96311, -2.26672, -0.15225], [-3.21409, -1.01854, -0.16031], [-3.73690, 0.04170, -0.62505], [-3.02785, 1.33120, -0.65639], [-3.35345, 2.26883, -1.62439], [-2.00702, 1.62998, 0.31354], [-1.68749, 0.81755, 1.21572], [0.73765, -0.73033, 2.60088], [0.57846, -0.82137, 1.34059], [-2.77234, 5.44230, -2.50047], [-3.90036, 4.28697, -3.24153], [-2.18428, 4.24850, -3.64809], [-1.04041, 4.67839, -0.92397], [-0.34894, 2.58700, 2.15893], [1.41574, 4.00491, 1.85897], [2.54233, 4.50756, 0.01743], [1.09764, 4.49915, -0.96240], [2.54393, 2.82567, -1.80730], [1.19412, 1.98018, -1.09167], [3.80064, 2.34525, 0.47206], [3.57085, 1.06087, -0.72124], [1.72714, 0.16344, 0.59871], [3.19654, 1.67085, 2.62600], [2.73427, 0.87890, 4.87954], [2.38333, 0.07433, 7.11807], [1.56059, -1.46725, 7.32325], [0.64481, 0.03394, 7.40094], [-0.34450, -1.97855, 5.57099], [-1.51161, -3.02043, 3.89696], [-2.84818, -4.03126, 2.65925], [-2.32264, -4.18844, 0.98455], [-4.31372, -2.08599, 1.96459], [-4.74764, -3.64293, 1.27928], [-4.97836, -2.11331, -0.52873], [-3.45056, -2.95580, -0.82989], [-4.73450, 0.01951, -1.07140], [-4.14451, 2.06219, -2.33460], [3.36444, -0.62067, -4.88950], [3.40592, -0.25283, -3.42540], [2.07657, -0.11226, -2.86761], [1.34271, -1.35329, -2.17379], [2.38533, -2.21884, -0.80582], [-0.45868, -0.51319, -1.71175], [1.06529, -2.28254, -3.44665], [0.49416, -3.59175, -3.29312], [0.69741, -4.34510, -4.58416], [4.38329, -0.63417, -5.28052], [2.78822, 0.11145, -5.45502], [2.92062, -1.60234, -5.03987], [3.86798, 0.72583, -3.28763], [3.95962, -0.98210, -2.83064], [-0.56879, -3.47091, -3.06478], [0.98152, -4.09342, -2.45444], [0.25176, -3.80797, -5.42104], [0.23110, -5.32878, -4.51862], [1.75976, -4.48247, -4.78473]], "charge": 1, "orbital_gap_ha": [0.219, 0.183], "spin_multiplicity": 6, "lumo_ev": [-3.0, -5.2]}

Entry 2:
{"formula": "C28H38I2N4O3Ti", "method": "ωB97M-V/def2-TZVPD", "species": ["Ti", "N", "C", "C", "C", "N", "C", "C", "N", "C", "H", "H", "H", "H", "H", "H", "H", "H", "H", "H", "H", "H", "H", "H", "H", "H", "I", "C", "C", "C", "I", "C", "C", "C", "C", "N", "C", "C", "O", "H", "H", "H", "H", "C", "C", "O", "O", "H", "H", "H", "C", "C", "C", "C", "C", "C", "C", "C", "C", "C", "H", "H", "H", "H", "H", "H", "H", "H", "H", "H", "H", "H", "C", "H", "H", "H"], "xyz": [[0.43777, -0.06754, -0.10904], [-4.21189, 0.72344, 4.24832], [-3.31383, -0.19887, 3.38817], [-1.98203, 0.50897, 3.24399], [-2.10073, 1.84834, 2.51172], [-0.80446, 2.14347, 1.93506], [-3.15854, 1.78914, 1.39752], [-3.46495, 0.37586, 0.90320], [-2.29369, -0.24258, 0.28420], [-4.03152, -0.46041, 2.05823], [-3.74937, 0.95756, 5.12675], [-5.10663, 0.28078, 4.45379], [-4.39700, 1.59641, 3.75120], [-3.22091, -1.11178, 3.96806], [-1.33535, -0.15934, 2.67395], [-1.50348, 0.63932, 4.22228], [-2.42668, 2.62060, 3.23478], [-0.02999, 2.00959, 2.57156], [-0.74765, 3.06012, 1.51200], [-2.82250, 2.40862, 0.56650], [-4.10039, 2.24667, 1.74338], [-4.25148, 0.45852, 0.15191], [-2.46920, -0.56804, -0.65806], [-1.97772, -1.05412, 0.80903], [-3.92220, -1.52001, 1.84090], [-5.10654, -0.25523, 2.15959], [-1.24680, -4.38981, -2.58538], [0.25273, -3.05211, -3.08525], [1.04744, -3.29464, -4.23730], [2.04323, -2.44342, -4.60532], [3.17462, -2.88659, -6.29253], [2.30764, -1.27945, -3.82443], [3.26670, -0.28428, -4.11215], [3.41902, 0.78064, -3.27737], [2.63398, 0.85905, -2.10956], [1.73217, -0.04135, -1.81893], [1.53937, -1.08494, -2.66751], [0.47685, -1.96531, -2.27618], [-0.18614, -1.65939, -1.19545], [0.85018, -4.17926, -4.82762], [3.88293, -0.38303, -4.99762], [4.15210, 1.55091, -3.47432], [2.75158, 1.65170, -1.38266], [0.05208, -3.81563, 2.27281], [-0.75531, -2.55720, 2.03595], [-1.95092, -2.52890, 2.39916], [-0.13610, -1.58599, 1.50550], [-0.57349, -4.61380, 2.66482], [0.86066, -3.60374, 2.97714], [0.51711, -4.13274, 1.33861], [4.28007, 1.17194, 1.29025], [3.23942, 0.05141, 1.38392], [3.20903, -0.43237, 2.84743], [1.86003, 0.57518, 0.99712], [3.60468, -1.11792, 0.46058], [4.69830, -1.09986, -0.40103], [4.94366, -2.15062, -1.28264], [4.10299, -3.25220, -1.31906], [3.01382, -3.29227, -0.45513], [2.77917, -2.24322, 0.42061], [3.99513, 1.97398, 1.97475], [4.33148, 1.60044, 0.28667], [5.28509, 0.83578, 1.56646], [2.98535, 0.41331, 3.50428], [4.16878, -0.86490, 3.15160], [2.42616, -1.17979, 2.98688], [1.69558, 1.58821, 1.39134], [5.36067, -0.24475, -0.41834], [5.79300, -2.09503, -1.95402], [4.28611, -4.06028, -2.01665], [2.32965, -4.13383, -0.47889], [1.91062, -2.26932, 1.06238], [-0.29647, 1.73523, -1.03372], [-1.28704, 2.03504, -0.68800], [-0.36422, 1.57933, -2.11807], [0.39416, 2.57024, -0.87352]], "orbital_gap_ha": 0.178, "lumo_ev": -1.0, "relative_energy_ev": 2.670}